Record 1
Formula: C55H53N5P2Pd
Source: OMol25
Level of theory: ωB97M-V/def2-TZVPD

```
! wB97M-V def2-TZVPD RIJCOSX def2/J DEFGRID3
* xyz 0 1
C -3.021 5.651 -4.061
N -3.345 4.251 -3.866
C -4.549 3.807 -4.542
C -2.438 3.346 -3.377
C -2.443 2.007 -3.825
C -1.461 1.120 -3.412
C -0.531 1.489 -2.415
C 0.443 0.528 -1.860
C 0.428 -0.840 -2.247
C 1.251 -1.869 -1.721
C 2.624 -1.812 -1.381
C 3.225 -2.983 -0.838
C 4.551 -3.008 -0.492
C 5.324 -1.814 -0.545
N 6.618 -1.797 -0.116
C 7.283 -0.538 0.149
C 7.397 -3.006 0.065
C 4.729 -0.635 -1.078
C 3.437 -0.664 -1.569
Pd -0.324 -0.519 -0.121
P -2.486 -1.107 -0.176
C -2.879 -2.470 0.940
C -3.804 -2.336 1.989
C -4.140 -3.441 2.773
C -3.522 -4.676 2.552
C -2.554 -4.803 1.550
C -2.221 -3.702 0.754
C -3.441 0.337 0.310
C -4.840 0.277 0.448
C -5.548 1.412 0.853
C -4.872 2.613 1.092
C -3.491 2.695 0.887
C -2.782 1.565 0.483
C -3.121 -1.518 -1.833
C -4.018 -0.673 -2.515
C -4.354 -0.919 -3.846
C -3.786 -1.998 -4.526
C -2.921 -2.865 -3.854
C -2.599 -2.635 -2.513
P 0.733 -0.226 1.898
C 1.491 1.419 1.857
C 1.080 2.492 2.666
C 1.648 3.758 2.494
C 2.626 3.966 1.520
C 3.040 2.901 0.719
C 2.493 1.634 0.895
C -0.316 -0.240 3.376
C -0.064 -1.063 4.488
C -0.935 -1.052 5.582
C -2.066 -0.231 5.578
C -2.324 0.592 4.478
C -1.447 0.592 3.395
C 2.108 -1.349 2.264
C 3.401 -0.913 2.601
C 4.388 -1.832 2.959
C 4.089 -3.195 3.018
C 2.810 -3.640 2.681
C 1.826 -2.730 2.294
C -0.550 2.817 -1.934
C -1.466 3.736 -2.420
H -2.028 5.874 -3.664
H -3.034 5.907 -5.132
H -3.758 6.293 -3.561
H -4.900 2.866 -4.102
H -5.333 4.566 -4.420
H -4.379 3.652 -5.620
H -3.199 1.675 -4.540
H -1.449 0.118 -3.840
H 1.325 0.947 -1.367
H -0.317 -1.143 -2.982
H 0.806 -2.867 -1.709
H 2.605 -3.869 -0.702
H 5.007 -3.932 -0.138
H 6.568 0.182 0.571
H 8.086 -0.699 0.876
H 7.711 -0.098 -0.766
H 7.008 -3.819 -0.559
H 8.438 -2.816 -0.229
H 7.390 -3.342 1.112
H 5.323 0.279 -1.172
H 3.037 0.187 -2.118
H -4.287 -1.377 2.171
H -4.897 -3.331 3.550
H -3.803 -5.541 3.159
H -2.069 -5.767 1.376
H -1.461 -3.809 -0.024
H -5.361 -0.659 0.234
H -6.629 1.344 0.981
H -5.425 3.492 1.430
H -2.956 3.636 1.044
H -1.693 1.626 0.332
H -4.441 0.195 -2.008
H -5.058 -0.253 -4.351
H -4.026 -2.160 -5.579
H -2.491 -3.722 -4.375
H -1.928 -3.325 -1.999
H 0.327 2.331 3.437
H 1.321 4.582 3.129
H 3.072 4.951 1.387
H 3.799 3.047 -0.048
H 2.844 0.805 0.274
H 0.819 -1.702 4.496
H -0.725 -1.690 6.441
H -2.743 -0.224 6.436
H -3.202 1.244 4.460
H -1.646 1.253 2.548
H 3.630 0.153 2.630
H 5.389 -1.476 3.211
H 4.856 -3.907 3.338
H 2.574 -4.706 2.727
H 0.823 -3.084 2.041
H 0.159 3.100 -1.154
H -1.480 4.751 -2.030
N 5.205 3.776 -1.419
N 5.805 4.788 -1.241
N 6.402 5.793 -1.063
*
```

Summary:
M: 952.4 g/mol
Frontier orbital gap: 3.0 eV
LUMO level: -1.9 eV
HOMO: -5.0 eV
DFT total energy: -87399.6333 eV


Record 2
Formula: C55H54N6O5PPdS3Se
Source: OMol25
Level of theory: ωB97M-V/def2-TZVPD

```
! wB97M-V def2-TZVPD RIJCOSX def2/J DEFGRID3
* xyz 1 3
Pd 0.527 -1.179 0.386
N -0.979 0.786 0.423
S -3.525 2.610 0.512
N -3.563 3.499 -0.843
S -3.168 2.664 -2.204
N -1.635 3.460 -2.738
S -0.319 2.626 -2.343
N -1.333 0.173 -0.415
C 0.498 3.537 -1.033
C 1.334 2.842 -0.170
C 1.953 3.540 0.860
C 1.725 4.900 1.014
C 0.879 5.578 0.142
C 0.260 4.896 -0.894
C 0.775 2.929 -3.726
C 0.293 3.547 -4.867
C 1.157 3.714 -5.942
C 2.465 3.256 -5.866
C 2.924 2.625 -4.716
C 2.076 2.458 -3.634
C -4.550 1.328 -2.197
C -4.119 0.013 -2.224
C -5.061 -1.012 -2.225
C -6.412 -0.707 -2.184
C -6.833 0.620 -2.157
C -5.902 1.646 -2.176
C -4.011 3.630 -3.455
C -4.416 4.922 -3.185
C -5.027 5.654 -4.197
C -5.213 5.093 -5.451
C -4.790 3.793 -5.705
C -4.186 3.053 -4.703
C -5.216 2.264 0.958
C -6.252 3.150 0.704
C -7.545 2.770 1.019
C -7.792 1.512 1.562
C -6.749 0.624 1.782
C -5.447 0.996 1.474
C -2.967 3.789 1.720
C -3.724 4.886 2.105
C -3.194 5.771 3.028
C -1.926 5.554 3.558
C -1.181 4.454 3.164
C -1.700 3.558 2.239
H 1.520 1.784 -0.322
H 2.618 3.018 1.536
H 2.210 5.441 1.817
H 0.707 6.639 0.268
H -0.415 5.397 -1.577
H -0.733 3.888 -4.903
H 0.802 4.200 -6.841
H 3.129 3.382 -6.711
H 3.936 2.247 -4.665
H 2.416 1.947 -2.740
H -3.060 -0.215 -2.258
H -4.734 -2.043 -2.268
H -7.147 -1.503 -2.186
H -7.891 0.854 -2.133
H -6.222 2.681 -2.174
H -4.255 5.347 -2.203
H -5.352 6.667 -4.000
H -5.690 5.667 -6.235
H -4.936 3.354 -6.682
H -3.864 2.035 -4.890
H -6.052 4.097 0.219
H -8.367 3.447 0.828
H -8.807 1.220 1.798
H -6.947 -0.362 2.181
H -4.623 0.304 1.616
H -4.708 5.055 1.695
H -3.773 6.631 3.338
H -1.522 6.248 4.284
H -0.194 4.284 3.573
H -1.122 2.699 1.926
Se 1.572 -4.337 0.380
N 2.253 -2.769 0.863
C 3.484 -2.715 0.372
C 4.372 -1.614 0.526
C 5.605 -1.700 -0.028
C 6.028 -2.856 -0.762
C 5.219 -3.929 -0.927
C 3.911 -3.889 -0.356
N 3.031 -4.872 -0.444
H 4.036 -0.738 1.064
H 6.298 -0.874 0.070
H 7.022 -2.858 -1.191
H 5.521 -4.810 -1.476
C -0.363 -5.227 3.308
C -0.055 -3.773 3.571
O -1.194 -2.971 3.198
P -1.131 -1.788 2.117
O -1.325 -0.452 2.970
C -2.312 -0.351 4.025
C -1.626 -0.323 5.371
O -2.625 -1.899 1.506
C -2.885 -2.970 0.575
C -4.362 -3.274 0.606
H 0.469 -5.851 3.638
H -0.528 -5.415 2.247
H -1.257 -5.525 3.855
H 0.832 -3.427 3.034
H 0.113 -3.606 4.635
H -3.018 -1.179 3.953
H -2.854 0.577 3.839
H -0.997 -1.205 5.494
H -2.370 -0.320 6.168
H -1.005 0.567 5.473
H -2.309 -3.854 0.863
H -2.550 -2.655 -0.416
H -4.639 -3.738 1.553
H -4.625 -3.955 -0.204
H -4.938 -2.355 0.484
O 1.090 -2.127 -2.060
C 1.889 -1.189 -1.975
O 1.838 -0.302 -1.036
C 3.014 -1.058 -2.962
C 2.996 -1.821 -4.124
C 4.037 -1.724 -5.037
C 5.108 -0.878 -4.783
C 5.136 -0.125 -3.616
C 4.088 -0.210 -2.711
H 2.161 -2.488 -4.292
H 4.017 -2.315 -5.944
H 5.923 -0.809 -5.492
H 5.978 0.527 -3.411
H 4.098 0.364 -1.794
*
```

Summary:
M: 1191.6 g/mol
Frontier orbital gap (alpha / beta): 7.3 / 7.5 eV
Expectation value of S²: 2.01
LUMO level (alpha / beta): -2.5 / -2.9 eV
HOMO (alpha / beta): -9.7 / -10.5 eV
DFT total energy: -187702.1177 eV
Energy above the lowest of the compared OMol25 structures with the same formula, charge and spin: 0.000 eV


Which of these has the highest DFT total energy?
C55H53N5P2Pd


Among the records above, which one has the highest M?
C55H54N6O5PPdS3Se


The lowest M belongs to which entry?
C55H53N5P2Pd


Which of these has the highest DFT total energy?
C55H53N5P2Pd